{
  "formula": "C37H80N7O9",
  "method": "the ωB97M-V functional and the def2-TZVPD basis",
  "species": ["C", "C", "N", "C", "C", "N", "C", "C", "H", "H", "H", "H", "H", "H", "H", "H", "H", "H", "H", "C", "C", "C", "N", "C", "C", "C", "C", "C", "H", "H", "H", "H", "H", "H", "H", "H", "H", "H", "H", "H", "H", "H", "H", "H", "H", "H", "C", "C", "C", "N", "C", "C", "C", "C", "C", "H", "H", "H", "H", "H", "H", "H", "H", "H", "H", "H", "H", "H", "H", "H", "H", "H", "H", "C", "C", "O", "N", "H", "H", "C", "H", "H", "H", "H", "H", "H", "C", "C", "O", "N", "H", "H", "C", "H", "H", "H", "H", "H", "H", "C", "C", "O", "N", "H", "H", "C", "H", "H", "H", "H", "H", "H", "C", "C", "O", "O", "H", "H", "H", "C", "C", "O", "O", "H", "H", "H", "C", "C", "O", "O", "H", "H", "H"],
  "coordinates": [[17.5189, 9.8451, 4.0475], [17.2458, 8.3642, 4.2376], [15.8497, 7.9375, 4.2094], [15.4730, 6.6684, 4.5312], [14.1455, 6.5233, 4.3053], [13.6911, 7.7562, 3.9693], [14.7000, 8.5923, 3.9538], [12.3094, 8.0835, 3.5898], [17.3423, 10.0574, 3.0152], [18.5904, 9.9424, 4.2336], [16.9379, 10.4838, 4.6682], [17.6611, 8.1008, 5.1727], [17.7678, 7.8381, 3.4303], [16.1317, 5.8064, 4.8325], [13.4472, 5.6561, 4.4417], [14.6334, 9.6448, 3.7112], [11.5483, 7.6538, 4.1327], [12.1800, 7.9210, 2.5290], [12.2007, 9.1742, 3.6984], [7.2784, 11.3350, 21.5392], [6.3993, 12.5990, 21.5830], [7.2406, 13.8330, 21.3709], [6.5027, 15.1123, 21.1747], [5.8269, 15.4562, 22.4505], [5.4864, 15.1957, 19.9775], [5.0947, 16.7448, 19.9388], [6.3900, 17.4169, 20.3748], [7.3666, 16.3313, 20.8374], [7.7623, 11.1454, 20.5724], [6.6494, 10.4556, 21.7779], [8.0204, 11.3773, 22.3521], [5.8050, 12.5285, 22.4899], [5.6582, 12.4772, 20.8178], [7.8765, 13.6711, 20.5452], [7.8699, 13.9750, 22.2210], [5.0835, 14.7503, 22.7236], [5.5333, 16.4974, 22.4568], [6.6104, 15.3221, 23.1310], [4.7213, 14.4617, 20.1365], [6.0775, 14.9629, 19.0649], [4.3351, 17.0353, 20.6604], [4.6433, 17.0924, 18.9705], [6.3432, 18.1187, 21.1815], [6.8475, 17.9498, 19.5759], [8.0571, 16.5658, 21.6336], [8.0206, 16.0968, 19.9949], [18.2366, 13.7800, 16.6345], [18.0705, 12.7538, 17.8218], [18.3908, 11.4056, 17.3360], [17.5478, 10.2331, 17.8388], [16.1584, 10.3220, 17.2732], [17.4897, 10.2637, 19.4033], [17.9231, 8.8664, 19.7818], [18.8461, 8.3436, 18.6728], [18.2295, 8.9237, 17.4532], [18.2029, 14.8077, 16.9684], [17.4305, 13.5441, 15.9578], [19.1940, 13.6358, 16.1740], [17.0489, 12.8854, 18.0742], [18.7076, 13.0856, 18.6893], [19.4256, 11.2222, 17.5784], [18.2396, 11.2895, 16.2531], [15.8897, 11.3459, 17.3919], [15.4210, 9.7660, 17.8333], [16.1712, 10.0241, 16.2637], [16.4362, 10.5134, 19.6373], [18.2584, 10.9896, 19.8410], [17.0696, 8.1986, 19.9646], [18.3609, 8.9176, 20.7974], [18.9915, 7.2901, 18.6134], [19.8327, 8.7716, 18.8254], [17.4565, 8.3140, 17.0954], [18.9179, 9.1490, 16.6685], [8.3353, 15.2982, 11.2581], [7.7792, 14.4905, 12.4356], [7.5913, 15.0592, 13.4679], [7.3980, 13.1703, 12.1854], [7.4750, 12.8231, 11.1843], [15.0355, 9.6602, 12.0470], [6.4100, 12.4773, 12.9984], [7.5431, 15.9606, 10.9376], [8.8196, 14.6355, 10.5296], [9.1662, 15.9242, 11.6610], [6.8024, 11.4912, 13.1787], [5.4710, 12.2806, 12.5209], [6.2629, 13.1092, 13.8737], [9.3480, 12.8713, 16.1389], [8.1289, 12.4103, 16.9215], [8.0479, 12.1627, 18.0780], [6.9909, 12.3437, 16.1348], [7.2083, 11.9031, 15.2584], [14.7053, 8.3499, 8.8088], [5.6601, 12.4242, 16.5246], [9.2895, 13.9774, 15.9746], [9.4230, 12.4223, 15.1071], [10.2730, 12.7464, 16.6911], [5.6802, 12.6604, 17.6071], [5.2592, 11.4076, 16.3563], [5.0971, 13.0928, 15.8515], [12.1552, 23.6094, 13.0300], [11.0407, 22.8808, 12.2440], [10.2809, 22.1303, 12.7016], [10.8892, 23.1641, 10.8655], [8.4143, 16.4071, 14.4710], [9.9817, 22.8519, 10.5111], [11.8847, 23.4218, 9.8505], [12.7178, 24.3696, 12.4922], [12.8558, 22.8209, 13.2593], [11.7043, 24.1210, 13.9111], [11.6787, 22.8966, 8.9182], [12.9092, 23.2161, 10.1146], [11.7982, 24.5136, 9.6082], [16.7190, 12.2024, 12.8179], [16.1000, 10.8385, 12.9376], [15.1462, 10.6167, 12.0606], [16.3032, 10.0525, 13.8457], [17.1619, 12.2268, 11.8307], [17.4364, 12.4464, 13.5813], [15.9566, 12.9215, 12.9039], [10.4136, 17.4805, 16.6963], [9.1942, 16.8072, 16.1086], [9.2206, 16.8197, 14.8256], [8.2856, 16.3397, 16.7808], [11.1457, 16.7340, 16.8723], [10.1882, 17.9696, 17.6676], [10.7597, 18.2154, 15.9057], [12.2786, 6.8467, 10.2767], [13.6431, 7.4918, 10.1241], [13.9268, 7.7198, 8.7943], [14.3451, 7.8966, 11.0415], [11.5483, 7.5551, 9.7790], [11.9294, 6.7808, 11.3221], [12.1562, 5.9257, 9.7493]],
  "mulliken_charge": [-1.414, -0.271, 0.167, -0.456, -0.309, 0.081, -0.038, -0.868, 0.393, 0.366, 0.419, 0.388, 0.330, 0.387, 0.400, 0.390, 0.357, 0.371, 0.305, -1.361, -0.193, -0.819, 0.124, -1.097, -0.369, -0.628, -0.862, -0.550, 0.252, 0.405, 0.363, 0.373, 0.310, 0.327, 0.479, 0.314, 0.494, 0.460, 0.482, 0.165, 0.335, 0.415, 0.374, 0.422, 0.472, 0.318, -1.368, -0.266, -1.025, 0.503, -1.149, -0.375, -0.691, -0.670, -0.613, 0.408, 0.328, 0.364, 0.275, 0.418, 0.390, 0.461, 0.446, 0.402, 0.377, 0.303, 0.281, 0.298, 0.416, 0.416, 0.305, 0.454, 0.344, -1.091, 0.702, -0.712, -0.171, 0.260, 0.352, -0.945, 0.291, 0.378, 0.274, 0.275, 0.332, 0.273, -0.673, 0.564, -0.577, 0.043, 0.161, 0.322, -0.719, -0.143, 0.315, 0.350, 0.075, 0.385, 0.251, -0.890, 0.478, -0.559, -0.186, 0.463, 0.239, -0.862, 0.326, 0.261, 0.290, 0.308, 0.311, 0.284, -1.085, 0.901, -0.421, -0.611, 0.331, 0.221, 0.354, -0.963, 0.737, -0.403, -0.568, 0.259, 0.259, 0.315, -0.959, 0.668, -0.393, -0.604, 0.276, 0.298, 0.324],
  "homo_energy_ev": -12.1,
  "gap_ev": 7.048,
  "total_energy_ev": -68503.84657,
  "total_charge": 3,
  "lumo_energy_ev": -5.049
}

---

{
  "formula": "C22H32N2NaO7",
  "method": "the ωB97M-V functional and the def2-TZVPD basis",
  "species": ["Na", "C", "C", "O", "C", "C", "O", "C", "C", "O", "C", "C", "O", "C", "C", "O", "H", "H", "H", "H", "H", "H", "H", "H", "H", "H", "H", "H", "H", "H", "H", "H", "H", "H", "H", "H", "O", "C", "C", "C", "C", "N", "C", "C", "C", "C", "C", "C", "O", "C", "C", "N", "H", "H", "H", "H", "H", "H", "H", "H", "H", "H", "H", "H"],
  "coordinates": [[-0.1710, -1.1269, -0.1356], [-0.6854, -3.8211, 1.0591], [-1.1464, -2.9747, 2.2254], [-1.2498, -1.6002, 1.8569], [-2.5573, -1.0596, 1.6970], [-3.2827, -1.6218, 0.4876], [-2.3549, -1.6748, -0.5885], [-2.9133, -1.6439, -1.8921], [-1.8044, -1.9777, -2.8628], [-0.6585, -1.2259, -2.4958], [0.4892, -1.4914, -3.2914], [1.6944, -0.9924, -2.5298], [1.7713, -1.5711, -1.2280], [2.1391, -2.9476, -1.1557], [0.9745, -3.7875, -0.6795], [0.5058, -3.2234, 0.5428], [-1.4411, -3.8546, 0.2677], [-0.4894, -4.8428, 1.3980], [-0.4155, -3.0268, 3.0336], [-2.0973, -3.3541, 2.6105], [-2.4097, 0.0136, 1.5803], [-3.1613, -1.2323, 2.5929], [-4.1222, -0.9628, 0.2438], [-3.6868, -2.6238, 0.6662], [-3.3395, -0.6542, -2.0830], [-3.7143, -2.3824, -1.9951], [-2.1222, -1.7382, -3.8824], [-1.5686, -3.0478, -2.8258], [0.4188, -0.9834, -4.2586], [0.5634, -2.5682, -3.4885], [1.6231, 0.0831, -2.3704], [2.6033, -1.2003, -3.1014], [2.9678, -3.0258, -0.4509], [2.4869, -3.3170, -2.1249], [1.3028, -4.8208, -0.5305], [0.1589, -3.7900, -1.4147], [-0.6513, 6.2894, 0.1670], [-1.1658, 5.6540, -0.9902], [-0.9794, 4.1674, -0.8436], [-1.6888, 3.2759, -1.6342], [-1.4645, 1.9215, -1.4736], [-0.6059, 1.4124, -0.5886], [0.0865, 2.2731, 0.1666], [-0.0752, 3.6480, 0.0675], [1.0694, 1.6727, 1.1428], [1.8888, 2.4558, 1.9385], [2.7780, 1.8521, 2.8169], [3.7014, 2.7029, 3.6533], [4.6193, 3.4295, 2.8480], [2.8077, 0.4679, 2.8635], [1.9537, -0.2435, 2.0346], [1.1040, 0.3379, 1.1905], [-0.7304, 7.2407, 0.0623], [-0.6348, 5.9885, -1.8873], [-2.2274, 5.8723, -1.1330], [-2.4137, 3.6196, -2.3630], [-1.9963, 1.2012, -2.0862], [0.4776, 4.3269, 0.6972], [1.8598, 3.5351, 1.8817], [4.2094, 2.0882, 4.4002], [3.1238, 3.4574, 4.1861], [5.2171, 2.8061, 2.4239], [3.4779, -0.0538, 3.5369], [1.9512, -1.3306, 2.0453]],
  "nbo_charge": [0.830, -0.092, -0.089, -0.550, -0.084, -0.096, -0.577, -0.074, -0.077, -0.560, -0.094, -0.084, -0.556, -0.089, -0.088, -0.567, 0.181, 0.192, 0.204, 0.191, 0.210, 0.190, 0.196, 0.178, 0.181, 0.192, 0.193, 0.173, 0.195, 0.172, 0.214, 0.191, 0.205, 0.191, 0.194, 0.168, -0.717, -0.090, 0.031, -0.251, 0.042, -0.487, 0.259, -0.255, 0.128, -0.175, -0.002, -0.092, -0.698, -0.248, 0.053, -0.456, 0.485, 0.188, 0.183, 0.224, 0.189, 0.242, 0.220, 0.175, 0.199, 0.469, 0.224, 0.199],
  "homo_energy_ev": -11.4,
  "gap_ev": 9.301,
  "total_energy_ev": -45057.66969,
  "total_charge": 1,
  "lumo_energy_ev": -2.071,
  "de_lowest_kj_mol": 0.0
}